(1)
DFT (the ωB97M-V functional and the def2-TZVPD basis) results for C35H25AsN8Pt as an isolated structure at a distorted geometry.

XYZ file:
```
70
Properties=species:S:1:pos:R:3:forces:R:3
C 1.909 6.779 0.846 -0.125 -0.014 -0.023
H 0.575 -4.764 3.205 0.033 -0.021 -0.049
Pt -0.176 0.701 0.051 -0.178 0.253 0.116
C 0.516 -3.676 3.186 0.037 0.053 -0.105
H -3.553 4.670 2.788 0.050 0.124 -0.001
C 1.020 4.585 0.921 0.922 -0.023 -0.084
H 1.168 -3.278 3.964 -0.011 0.060 -0.058
H 3.918 6.962 0.146 0.106 0.031 -0.022
C -2.031 2.638 1.351 0.193 -0.283 -0.303
C 3.760 -0.351 -0.963 -0.112 -0.725 -0.312
C -5.470 1.544 1.420 0.060 0.016 0.013
H -4.926 -3.722 -3.665 -0.078 -0.005 0.000
C -6.141 2.583 2.045 -0.054 -0.217 -0.082
N 1.517 0.000 -0.661 0.702 -0.358 0.420
C -2.793 -3.832 -3.738 0.132 -0.059 -0.020
C 2.247 4.066 0.451 -0.588 0.734 0.346
C 2.751 0.572 -0.487 -0.698 -0.066 -0.124
N 0.763 2.331 0.645 0.287 0.679 -0.491
C 5.805 -1.303 -1.705 0.039 0.163 0.080
H 0.453 -4.334 -0.663 0.030 0.020 0.011
C -4.096 1.656 1.285 0.135 0.670 0.322
C 5.137 -0.266 -1.073 -0.039 0.056 -0.031
H 3.184 -3.916 0.317 -0.059 0.116 -0.020
H 3.510 -3.455 1.990 -0.017 0.063 0.001
C 3.744 -2.519 -2.074 0.008 0.015 0.030
As 1.051 -2.975 1.411 0.083 -0.512 0.324
C 3.119 6.271 0.372 0.085 -0.030 -0.037
C -4.085 3.813 2.408 -0.025 -0.031 0.035
N -1.126 3.575 1.467 0.323 0.377 -0.059
N -1.892 1.451 0.688 -0.413 -0.152 0.627
H -0.640 -3.751 -3.610 0.067 -0.054 -0.053
N -3.393 -0.258 -0.053 -0.182 -0.292 -0.302
C 3.307 4.915 0.168 0.004 -0.115 0.053
H 3.202 -3.375 -2.449 -0.015 -0.032 -0.062
H -5.978 0.676 1.028 -0.136 -0.049 -0.017
C -4.048 -2.443 -2.195 0.003 0.024 0.024
H -0.509 -3.380 3.410 0.023 0.046 -0.031
H 2.655 -4.963 1.633 -0.053 -0.054 0.057
H 5.657 0.597 -0.694 0.152 0.153 0.042
C -3.113 0.827 0.621 0.621 0.207 -0.182
H 4.235 4.520 -0.213 0.116 -0.009 -0.029
C 0.084 -4.336 0.362 0.009 0.000 0.021
C 1.666 -1.225 -1.236 -0.267 0.320 -0.135
H 5.673 -3.186 -2.710 0.028 -0.071 -0.010
C -2.506 -0.974 -0.717 0.329 0.364 0.516
H 1.795 7.846 0.960 0.012 0.110 0.074
C 0.120 3.468 1.039 -0.442 -0.431 0.245
N 0.709 -1.997 -1.687 -0.281 -0.094 -0.296
C -0.577 -1.768 -1.496 0.514 0.098 0.219
C -3.411 2.791 1.762 -0.518 -0.519 -0.186
H 0.246 -5.322 0.798 -0.016 -0.015 0.044
H -0.109 6.319 1.472 -0.032 0.074 0.044
C -1.618 -2.486 -2.182 -0.904 0.062 0.077
H 6.877 -1.250 -1.825 0.086 -0.004 0.012
C 2.053 2.647 0.296 -0.308 -0.725 0.106
H -7.216 2.543 2.141 -0.078 -0.045 0.046
H -2.799 -4.529 -4.563 -0.025 -0.066 -0.027
C -1.584 -3.406 -3.218 0.031 0.021 0.112
C -4.005 -3.364 -3.228 -0.093 0.035 0.056
H -4.984 -2.063 -1.816 -0.099 0.032 0.032
C 5.119 -2.407 -2.207 -0.127 -0.167 0.011
C 0.844 5.943 1.130 -0.078 -0.065 -0.026
C 3.074 -1.482 -1.446 0.496 0.500 0.067
N -1.138 -0.864 -0.644 -0.549 -0.158 -0.707
C 2.782 -3.924 1.329 -0.034 -0.006 0.053
H -6.021 4.476 3.029 -0.014 0.061 0.046
N 2.980 1.804 -0.112 0.320 0.447 0.043
C -5.459 3.692 2.543 0.118 0.102 0.014
H -0.985 -4.125 0.335 -0.029 0.030 0.048
C -2.842 -1.992 -1.679 0.524 -0.645 -0.498
```
Positions in Å, forces in eV/Å.

Output
M = 827.641 g/mol
F_max = 0.01950 Eh/bohr
HOMO energy = -0.238 Ha
E_tot = -112710.786 eV

(2)
DFT (the ωB97M-V functional and the def2-TZVPD basis) results for C35H25BBrF3I2N11O3Yb as an isolated structure at a distorted geometry.

XYZ file:
```
82
Properties=species:S:1:pos:R:3:forces:R:3
H -5.012 3.031 1.720 -0.115 0.017 -0.195
C -4.063 2.780 4.814 -0.122 0.163 -0.339
N 0.821 -2.639 0.456 -0.110 -1.320 -2.697
C 2.663 0.515 1.902 0.021 -0.079 -0.254
H -2.735 0.018 4.485 -0.036 -0.078 0.068
N -0.068 -1.795 -2.089 0.468 -1.216 -0.294
H 1.975 -5.908 3.504 0.067 -0.071 0.028
C -3.049 0.467 -1.546 0.171 0.160 0.526
N -1.424 2.380 1.844 -0.425 -0.189 -0.126
C 1.178 -3.145 1.701 0.409 -0.445 1.479
N -3.574 1.975 2.888 -0.732 0.221 0.148
C 0.099 3.143 -2.363 -0.369 -0.029 0.052
H -0.291 5.432 1.892 0.033 0.176 -0.041
C -4.394 0.664 -1.248 -0.143 0.029 0.179
H 1.256 -4.830 -2.796 0.047 -0.070 -0.015
C 0.469 3.404 2.272 0.114 0.368 -0.082
I 0.363 1.550 5.480 0.517 -0.069 -0.280
H 1.397 -5.261 1.253 0.005 -0.077 -0.084
H -1.452 -3.070 1.817 0.140 -0.089 -0.112
H -5.759 4.043 4.123 -0.204 0.174 -0.022
H -0.377 -1.877 -5.434 -0.058 0.048 -0.113
C -2.127 -1.941 3.609 -0.084 0.116 0.025
N -3.228 1.983 4.193 0.493 -0.144 0.225
H 0.882 -1.224 2.558 -0.059 -0.078 0.097
C 1.840 -3.928 4.306 -0.040 0.079 0.051
N -2.290 0.684 -0.472 -0.263 0.202 -0.405
C -2.382 -0.592 3.680 0.038 -0.399 0.268
H 0.683 -4.126 -5.117 0.003 -0.057 -0.053
C -4.613 2.832 2.693 0.001 -0.020 0.074
H -2.239 -2.661 4.392 -0.055 -0.184 0.163
N -0.167 2.241 2.218 0.452 0.233 0.370
H -0.819 -0.473 -3.483 0.099 -0.031 0.101
C 0.922 -3.415 -0.603 0.270 0.888 2.818
H -2.613 0.188 -2.489 0.106 -0.038 -0.017
O 0.819 0.864 -2.044 0.278 -0.576 -0.914
C 4.982 0.041 1.432 -0.277 -0.237 -0.797
C -1.628 3.692 1.665 0.545 0.065 0.036
N -3.132 1.050 0.524 -0.057 0.244 -0.149
C 0.794 -3.874 -2.994 0.040 0.309 1.018
H 2.937 -0.526 -1.195 -0.119 -0.010 0.051
C -1.706 -2.145 2.298 -0.223 0.514 -0.090
F 0.968 4.133 -2.144 0.242 0.010 0.077
C 0.475 -3.487 -4.272 -0.359 0.687 -0.312
H -5.234 0.570 -1.903 -0.211 -0.045 -0.115
C 1.515 -2.603 4.049 0.158 -0.293 0.268
H -2.583 4.082 1.380 -0.248 -0.103 -0.028
C 4.278 0.777 3.711 0.122 0.030 0.633
C -0.119 -2.236 -4.452 0.312 -0.676 0.055
O 0.179 2.002 -0.283 0.295 0.996 -0.056
C 3.250 -0.256 -0.192 -1.366 0.402 0.624
N -2.119 -0.039 2.482 -0.135 -0.184 0.173
H 3.486 1.270 5.635 0.032 0.056 0.066
H 1.346 -4.415 -0.538 -0.010 0.000 0.075
H 6.014 -0.019 1.737 0.118 -0.012 -0.035
C 1.953 1.167 4.148 -1.490 -0.138 -1.013
N 2.282 0.127 0.654 1.433 -0.160 -0.440
C -4.401 1.015 0.082 -0.219 -0.096 -0.380
C 3.266 1.093 4.594 1.028 -0.145 -0.158
C 1.661 0.927 2.809 0.029 0.505 1.112
C 0.410 1.894 -1.502 0.035 0.914 0.366
C 4.591 -0.305 0.151 0.902 0.122 0.851
N -1.674 -0.997 1.624 -0.157 -0.515 0.062
H 5.321 -0.638 -0.569 0.037 0.017 -0.092
C -0.458 4.376 1.930 0.085 -0.239 0.042
C 1.457 -4.488 2.003 -0.130 0.449 -0.303
C 0.534 -3.009 -1.911 -0.755 0.800 -2.058
Yb -0.032 -0.296 -0.106 -0.486 -0.567 0.211
H 1.506 3.489 2.533 0.113 -0.102 0.003
O 0.333 0.965 2.346 0.429 -0.051 -0.046
C -4.967 3.356 3.909 -0.011 -0.013 -0.104
C -0.369 -1.448 -3.344 -0.074 0.211 0.342
H -3.985 2.917 5.873 0.004 0.055 0.282
Br 2.327 -4.451 6.058 -0.073 0.039 -0.192
B -2.611 1.308 1.939 0.362 -0.559 -0.184
F -1.121 3.605 -2.043 -0.080 0.032 0.004
F 0.094 2.868 -3.665 0.093 -0.057 -0.157
C 4.013 0.455 2.357 -0.473 0.106 0.049
H -5.235 1.202 0.725 -0.146 0.075 0.180
H 1.505 -1.885 4.852 0.000 0.141 0.094
I 6.245 0.699 4.471 -0.424 0.037 -0.129
C 1.178 -2.237 2.768 0.114 -0.135 -0.715
C 1.782 -4.869 3.288 0.078 -0.097 0.252
```
Positions in Å, forces in eV/Å.

Output
Relative energy (zero: lowest compared OMol25 entry of this formula, charge and spin) = 0.666 eV
M = 1222.217 g/mol
F_max = 0.05843 Eh/bohr
HOMO energy (alpha / beta) = -0.320 / -0.320 Ha
Charge = +1
E_tot = -185835.226 eV

(3)
DFT (the ωB97M-V functional and the def2-TZVPD basis) results for C35H26BiBrN6O6PS as an isolated structure.

XYZ file:
```
77
Properties=species:S:1:pos:R:3:forces:R:3
C -1.998 2.296 -1.579 0.016 0.054 0.062
H -0.942 1.875 5.329 -0.002 -0.024 0.014
C -2.593 4.625 -1.462 -0.019 0.006 -0.014
H -4.887 -1.021 1.005 0.000 0.000 0.001
C 0.892 -2.584 0.653 0.052 -0.017 -0.027
H 1.299 2.236 -5.194 0.001 -0.004 0.002
C -2.347 -2.327 3.419 -0.001 0.000 -0.009
H -2.756 -3.669 -1.606 0.024 0.012 -0.019
H -0.259 2.538 -3.331 0.003 -0.008 0.003
O 0.349 -3.743 -1.376 0.023 -0.048 -0.022
N 0.151 1.971 3.599 -0.061 0.165 0.177
C -0.649 1.382 4.404 -0.065 -0.078 -0.038
O 5.974 -1.749 -2.599 -0.016 -0.001 0.022
H -4.178 5.258 -2.764 0.003 -0.001 -0.001
Bi 1.032 0.501 1.646 0.020 -0.049 -0.174
N 3.263 0.179 -0.146 0.130 0.028 0.038
C -4.074 -1.209 0.315 -0.004 -0.013 0.025
C 1.594 -4.404 1.973 0.002 0.005 -0.041
C -2.977 2.100 -2.547 -0.016 -0.014 -0.036
C 0.919 -0.542 -2.539 0.030 0.024 -0.020
O 0.607 -1.364 0.317 -0.062 -0.015 0.016
H -1.292 -1.994 1.565 -0.016 0.011 0.028
C 0.308 1.618 -3.399 -0.004 -0.006 -0.011
H -3.132 1.112 -2.967 0.006 0.000 0.007
N 1.794 5.029 3.574 -0.033 0.015 0.013
C -2.594 -1.797 4.674 0.005 0.016 0.016
C 1.468 3.757 3.201 -0.063 -0.067 0.028
H -4.648 -3.245 -0.065 -0.004 0.001 -0.002
C 1.937 0.286 -4.560 0.000 -0.003 -0.004
H 2.629 0.154 -5.384 -0.005 0.001 0.001
H 0.837 -1.320 -1.793 -0.001 0.024 -0.021
C 1.443 -2.924 1.920 -0.101 -0.037 0.069
H 5.194 0.712 -2.851 -0.007 0.003 0.000
H -2.445 5.609 -1.034 -0.003 0.001 -0.001
C 1.119 -4.928 0.624 -0.041 0.058 0.037
N 0.553 3.207 3.984 0.058 -0.150 -0.130
C -3.760 3.163 -2.974 0.010 -0.026 0.003
H -2.775 -3.268 3.102 0.003 -0.001 0.000
H -1.152 -1.901 -2.110 -0.046 -0.029 0.018
C -1.975 -1.684 -1.447 0.032 0.040 -0.016
C -2.032 -0.578 5.015 -0.034 -0.048 -0.018
C 3.631 -1.084 0.104 0.017 -0.016 0.010
C 0.726 -3.731 -0.206 0.065 -0.019 0.050
H -3.226 0.746 0.549 -0.017 0.000 -0.005
H 4.768 -2.815 -0.425 0.002 0.000 -0.006
C 3.844 0.772 -1.172 -0.099 0.086 -0.053
H 6.081 -2.667 -2.328 0.009 -0.004 -0.010
C -2.888 -2.692 -1.159 -0.005 -0.005 0.012
H 2.627 5.430 3.185 0.015 -0.014 -0.010
C 1.795 -0.708 -3.602 -0.039 0.013 -0.013
O 1.738 -2.084 2.800 0.047 -0.033 -0.019
H -1.054 3.685 -0.265 0.001 -0.015 -0.010
S 2.261 3.129 1.817 0.063 0.144 0.089
C 4.766 0.180 -2.016 -0.005 -0.023 0.022
H 2.366 -1.626 -3.673 0.001 -0.001 -0.005
C -3.566 4.428 -2.432 0.017 0.009 0.020
C 5.097 -1.141 -1.761 0.023 -0.004 -0.021
C 4.530 -1.787 -0.669 -0.029 0.020 -0.002
N -0.284 1.414 0.344 0.162 0.105 -0.041
H -4.523 3.004 -3.726 0.000 0.004 0.000
C -2.092 -0.441 -0.835 -0.139 0.022 -0.055
C -1.220 0.069 4.092 0.023 0.118 -0.011
N -0.963 -0.465 2.890 0.026 0.026 0.079
P -0.922 0.947 -0.990 -0.048 -0.129 0.061
H 1.475 5.333 4.478 0.020 0.002 0.010
C 1.191 1.450 -4.456 0.006 -0.006 0.006
O 2.016 -5.079 2.886 0.008 -0.013 0.028
C -1.811 3.561 -1.032 -0.016 -0.015 -0.001
O 1.069 -6.090 0.293 0.025 -0.032 -0.025
H -3.221 -2.326 5.381 -0.004 0.002 0.000
Br 3.357 2.572 -1.511 0.000 -0.101 0.005
H -2.209 -0.127 5.982 -0.003 0.005 -0.007
C -3.939 -2.456 -0.286 -0.001 0.022 0.012
H 3.184 -1.550 0.974 0.030 0.025 -0.001
C 0.160 0.628 -2.428 0.001 -0.017 -0.032
C -3.148 -0.214 0.051 0.007 0.016 -0.025
C -1.519 -1.625 2.558 0.025 0.004 -0.031
```
Positions in Å, forces in eV/Å.

Output
Relative energy (zero: lowest compared OMol25 entry of this formula, charge and spin) = 0.458 eV
M = 978.554 g/mol
F_max = 0.00486 Eh/bohr
HOMO energy = -0.160 Ha
Charge = -1
E_tot = -153951.818 eV

> What is the M in the second record?

1222.217 g/mol